The following is a quantum chemistry calculation of a structure of composition H4INP2 at a distorted geometry, from OMol25.

The calculation puts the energy at -28230.71645 eV. The calculation puts the maximum force at 2.5 eV/Å. Its LUMO energy (alpha / beta) is -2.31 / -2.31 eV. The gap between HOMO and LUMO (alpha / beta) comes out at 6.42 / 6.42 eV. The HOMO energy (alpha / beta) is -8.73 / -8.73 eV.

```
! RIJCOSX wB97M-V def2-TZVPD def2/J DEFGRID3
* xyz 0 1
H -1.190 -1.327 0.137
P -0.052 -0.662 0.249
P -0.544 1.498 0.113
H -1.041 1.544 -1.262
N 0.328 -1.253 1.611
I 0.375 -0.416 -2.801
H 1.216 -1.240 2.130
H 0.909 1.855 -0.177
*
```

The following is a quantum chemistry calculation of the molecule C4H2S at a distorted geometry, from OMol25.

The calculation puts the energy at -15009.92190 eV. The calculation puts the maximum force at 5.5 eV/Å. Its LUMO energy is -0.49 eV. The gap between HOMO and LUMO comes out at 8.72 eV. The HOMO energy is -9.21 eV.

```
! RIJCOSX wB97M-V def2-TZVPD def2/J DEFGRID3
* xyz 0 1
C 0.774 0.571 0.030
S -1.399 -0.905 0.034
C 0.364 -0.921 0.019
C -0.521 1.012 -0.022
H 0.960 -1.760 0.287
H 1.635 1.107 -0.358
C -1.814 0.896 0.010
*
```

The following is a quantum chemistry calculation of a cluster of 3 separate species, C5H16N2O in total at a distorted geometry, from OMol25.

The calculation puts the energy at -10467.87415 eV. The calculation puts the maximum force at 3.0 eV/Å. Its LUMO energy is -0.12 eV. The gap between HOMO and LUMO comes out at 7.55 eV. The HOMO energy is -7.67 eV.

```
! RIJCOSX wB97M-V def2-TZVPD def2/J DEFGRID3
* xyz 0 1
H -0.525 1.362 -0.933
H -4.004 -0.343 0.867
H 3.436 -1.212 -0.874
H 1.553 0.656 -1.140
H 1.198 1.680 1.067
H -3.012 0.430 -0.256
H -0.399 -0.669 -1.906
C -0.393 -0.023 0.448
H -1.458 1.462 1.526
H 1.762 -1.706 -0.875
H 2.883 1.008 -0.031
H 1.449 0.002 1.800
H -0.396 0.359 2.647
C 2.493 -1.092 -0.343
H -4.402 1.134 0.338
C -0.726 0.676 1.672
N -0.895 0.430 -0.744
H -0.415 -1.117 0.497
C 2.038 0.341 -0.215
C 1.045 0.604 0.993
H -0.275 -1.511 -3.310
O 0.050 -1.418 -2.412
N -3.614 0.537 0.557
H 2.606 -1.588 0.629
*
```

The following is a quantum chemistry calculation of the molecule CH2FP at a distorted geometry, from OMol25.

The calculation puts the energy at -13073.19778 eV. The calculation puts the maximum force at 7.4 eV/Å. Its LUMO energy is -0.82 eV. The gap between HOMO and LUMO comes out at 9.56 eV. The HOMO energy is -10.38 eV.

```
! RIJCOSX wB97M-V def2-TZVPD def2/J DEFGRID3
* xyz 0 1
H -1.479 -0.745 -0.134
C -0.801 -0.044 0.074
P 0.868 -0.616 0.142
F 2.512 0.462 0.033
H -1.100 0.943 -0.116
*
```

The following is a quantum chemistry calculation of a structure of composition C30H59O11P2PtSi, from OMol25.

The calculation puts the energy at -84288.48611 eV. The calculation puts the maximum force at 0.8 eV/Å. Its LUMO energy (alpha / beta) is -1.65 / -5.24 eV. The gap between HOMO and LUMO (alpha / beta) comes out at 8.42 / 6.13 eV. The HOMO energy (alpha / beta) is -10.07 / -11.37 eV.

```
! RIJCOSX wB97M-V def2-TZVPD def2/J DEFGRID3
* xyz 1 5
H 1.029 -3.977 -5.163
C 4.147 1.314 -0.094
H -4.037 3.719 -0.956
H -0.181 -3.054 -6.077
O 1.182 1.738 -3.559
O -1.434 -0.710 2.087
C -1.313 3.835 -0.526
H 3.523 -2.597 -5.970
H -0.123 2.683 -5.736
H -4.785 1.214 1.492
O -0.426 -0.836 -2.321
C 0.713 -5.232 -2.665
H -1.055 -2.791 -0.938
C 2.346 -3.767 1.392
H 3.138 -0.685 -2.836
P 1.917 1.326 -2.244
O 0.811 -2.236 0.553
C 0.886 -3.210 -5.924
H 2.738 -4.227 0.485
O 3.304 2.023 -2.352
H -1.445 1.962 -2.786
H 5.823 2.279 -2.980
C -5.111 0.638 -1.157
H 1.339 4.235 -4.538
O 1.197 -2.883 -2.581
H -4.512 3.142 0.661
H -3.299 -1.424 -1.639
H 4.459 3.160 -1.121
C 1.560 -1.920 -5.521
C -3.755 3.679 0.097
C -3.964 0.165 -0.252
H -3.606 -0.040 1.903
H -4.903 0.473 -2.216
C 0.455 -2.126 2.837
Pt -0.321 0.128 -0.073
C 2.197 3.600 -4.765
H -6.013 0.068 -0.910
C -0.698 -0.855 3.047
H -0.992 2.327 1.766
H 1.078 2.044 -6.867
H 4.261 0.238 -0.264
C 1.828 -1.577 2.532
O 2.902 0.505 2.874
H 1.750 -5.334 -2.985
H 2.611 1.507 -5.047
H -1.664 4.079 -1.529
H -1.484 -3.471 -2.514
C 0.665 1.937 -5.863
C 0.907 -4.251 1.702
H -1.078 4.782 -0.014
H -5.349 1.693 -1.020
H -5.228 -0.477 1.360
C 0.107 -2.942 1.597
C 4.407 2.100 -1.361
O 0.779 -1.286 -4.457
C -0.937 -3.657 -1.587
H 3.140 -2.700 -4.253
C 5.655 1.674 -2.089
O 1.094 1.662 -1.041
H 2.850 -1.762 0.568
H -3.759 4.718 0.460
H 2.963 3.754 -4.009
H -3.199 2.317 -2.661
H -2.844 -1.698 0.055
H 3.167 1.514 0.338
C -3.625 -1.301 -0.599
H 1.321 -3.569 -6.858
H 4.887 1.600 0.653
H -4.526 -1.909 -0.462
H 2.600 3.902 -5.733
C 0.515 -3.970 -1.860
Si -2.353 1.003 -0.731
H 0.368 -2.650 3.783
H 3.051 -3.958 2.199
H -2.707 2.197 2.221
C -2.418 1.577 -2.476
C 2.220 -0.459 -2.294
C -4.404 0.232 1.214
H -2.628 0.689 -3.084
O 1.128 0.527 1.515
H 5.583 0.624 -2.385
H 0.460 -6.093 -2.044
H -0.381 3.272 -0.586
H 0.807 -4.721 2.680
C 2.115 -2.268 1.188
O -0.485 -0.404 4.147
H -1.380 -4.528 -1.100
C 1.756 2.156 -4.841
H 0.223 0.947 -5.759
C -2.365 3.161 0.304
P 0.823 -1.406 -2.902
C -1.967 2.809 1.707
H 6.516 1.782 -1.428
H -0.946 -3.031 1.357
H -1.890 3.760 2.258
H 3.515 -1.125 -5.004
C 1.964 -0.027 2.323
H 2.555 -1.809 3.304
C 3.018 -2.086 -5.150
H 1.481 -1.197 -6.330
H 0.545 -4.955 0.954
H 2.348 -0.753 -1.247
H 1.053 -4.038 -0.919
H 0.065 -5.247 -3.543
*
```

The following is a quantum chemistry calculation of a cluster of 2 separate species, C5H14 in total at a distorted geometry, from OMol25.

The calculation puts the energy at -5411.31727 eV. The calculation puts the maximum force at 2.6 eV/Å. Its LUMO energy is 1.13 eV. The gap between HOMO and LUMO comes out at 12.30 eV. The HOMO energy is -11.17 eV.

```
! RIJCOSX wB97M-V def2-TZVPD def2/J DEFGRID3
* xyz 0 1
C -0.450 -0.469 2.296
C -0.281 1.717 1.042
H -0.719 -0.885 -2.961
H -0.733 -0.165 0.163
C 0.079 -0.417 -2.389
H 0.075 0.166 3.010
H 1.925 -1.596 -2.715
H -0.771 2.373 0.322
H 1.128 -1.842 -1.019
H 2.021 -0.510 -1.592
H 0.795 1.602 0.907
H 0.239 -1.256 1.989
H -0.377 2.193 2.024
H -2.041 0.444 1.174
C -0.961 0.346 1.092
H -1.254 -0.911 2.889
H 0.463 0.505 -2.819
H -0.404 -0.039 -1.491
C 1.266 -1.257 -1.920
*
```